Record 1
Entry from the OMol25 dataset: a single C24H26N6O3 molecule in a non-equilibrium geometry (wB97M-V/def2-TZVPD).

Values from the calculation:
E_HOMO   -0.30463 hartree
LUMO   0.0074 Eh
ΔE to the lowest compared entry with this formula, charge and spin   40.43 kcal per mole
Total charge   0
Structure (SMILES)   COCCn1nnnc1[C@H](c1cc2ccc(OC)cc2[nH]c1=O)N1CCc2ccccc2C1
HOMO-LUMO gap   0.3120 hartree

Geometry (Å):
C1 -4.8607 -2.0935 -1.5625
O1 -3.5092 -2.2841 -1.2334
C2 -3.2152 -3.6120 -0.8673
C3 -1.7280 -3.7249 -0.5346
N1 -1.4128 -3.0244 0.6775
N2 -1.4000 -3.6408 1.8639
N3 -1.1060 -2.7783 2.7435
N4 -0.9132 -1.5841 2.2033
C4 -1.1114 -1.7226 0.9102
C5 -0.9403 -0.6841 -0.1430
C6 0.5588 -0.5641 -0.3192
C7 1.3022 0.2461 0.4685
C8 2.7153 0.3329 0.3205
C9 3.5244 1.1634 1.1022
C10 4.8861 1.2102 0.9215
C11 5.4919 0.4155 -0.0619
O2 6.8220 0.3874 -0.3199
C12 7.6840 1.1958 0.4473
C13 4.7073 -0.4174 -0.8502
C14 3.3312 -0.4650 -0.6668
N5 2.5432 -1.2846 -1.4284
C15 1.1790 -1.4181 -1.3192
O3 0.5853 -2.2169 -2.0320
N6 -1.5146 0.5919 0.2495
C16 -2.8837 0.5107 0.7212
C17 -3.2102 1.8098 1.4485
C18 -2.9128 2.9993 0.5844
C19 -3.4794 4.2382 0.8578
C20 -3.1930 5.3383 0.0720
C21 -2.3296 5.2080 -1.0034
C22 -1.7606 3.9797 -1.2810
C23 -2.0440 2.8701 -0.4939
C24 -1.4348 1.5407 -0.8431
H1 -5.5119 -2.3080 -0.7061
H2 -4.9696 -1.0494 -1.8489
H3 -5.1580 -2.7343 -2.4014
H4 -3.4495 -4.2959 -1.6971
H5 -3.8181 -3.9080 0.0062
H6 -1.4750 -4.7740 -0.3702
H7 -1.1224 -3.3170 -1.3492
H8 -1.3857 -1.0642 -1.0802
H9 0.8066 0.8395 1.2220
H10 3.0597 1.7746 1.8607
H11 5.4790 1.8613 1.5429
H12 7.6426 0.9328 1.5086
H13 7.4540 2.2586 0.3238
H14 8.6848 0.9984 0.0670
H15 5.1871 -1.0250 -1.6014
H16 2.9888 -1.8731 -2.1230
H17 -3.5890 0.3498 -0.1123
H18 -2.9780 -0.3239 1.4157
H19 -2.5932 1.8641 2.3497
H20 -4.2575 1.8170 1.7575
H21 -4.1533 4.3347 1.6975
H22 -3.6417 6.2951 0.2953
H23 -2.1004 6.0625 -1.6229
H24 -1.0864 3.8737 -2.1196
H25 -1.9516 1.1474 -1.7442
H26 -0.3833 1.6821 -1.1103

Atomic forces in eV per Å
C -0.1 0.0 0.0
O 0.4 0.0 0.1
C 0.1 -0.2 0.1
C -0.6 -0.2 -0.6
N 0.4 1.3 0.6
N -0.3 -1.2 -0.4
N 0.0 -0.3 0.9
N 0.1 1.0 -0.5
C -0.4 -0.9 0.1
C 0.1 0.0 -0.3
C 0.1 0.4 0.1
C -0.3 -0.4 -0.4
C 0.4 -0.1 -0.1
C -0.1 -0.2 -0.2
C 0.3 0.1 0.1
C -0.3 -0.1 -0.1
O -0.3 -0.2 -0.2
C 0.2 0.2 0.2
C 0.2 0.1 0.1
C 0.2 0.5 0.5
N 0.1 -0.2 -0.3
C 0.2 0.1 0.0
O -0.1 -0.1 -0.1
N 0.1 -0.1 0.1
C -0.3 0.1 0.3
C 0.0 -0.2 0.0
C 0.0 0.0 0.0
C 0.0 0.0 0.0
C -0.1 0.1 0.1
C 0.1 0.1 -0.1
C 0.0 0.0 0.0
C 0.0 0.1 0.0
C 0.1 0.0 -0.3
H 0.0 0.0 0.0
H -0.1 0.0 0.0
H 0.0 0.0 0.0
H 0.0 0.0 0.1
H 0.1 0.0 -0.1
H 0.0 0.1 0.0
H -0.1 -0.1 0.2
H 0.1 0.1 0.2
H -0.1 0.1 0.1
H 0.0 0.1 0.1
H 0.1 0.1 0.0
H 0.0 0.0 0.0
H 0.0 -0.1 0.0
H -0.1 0.0 0.1
H 0.1 -0.1 -0.1
H -0.2 0.1 0.1
H 0.0 0.0 0.0
H -0.1 0.0 -0.1
H -0.1 -0.1 0.0
H 0.0 0.0 0.0
H -0.1 0.0 0.1
H 0.0 0.1 0.0
H 0.0 0.1 0.0
H 0.1 0.0 -0.1
H 0.1 0.0 0.1
H -0.1 0.0 0.0

***

Record 2
Entry from the OMol25 dataset: 5 unconnected molecules or ions with the total composition C2H12O5 in a non-equilibrium geometry (wB97M-V/def2-TZVPD).

Values from the calculation:
E_HOMO   -0.34334 hartree
LUMO   0.0180 Eh
ΔE to the lowest compared entry with this formula, charge and spin   27.01 kcal per mole
Total charge   0
Structure (SMILES)   C=CO.O.O.O.O
HOMO-LUMO gap   0.3613 hartree

Geometry (Å):
C1 -2.5573 -0.2848 -0.2697
C2 -2.1574 -1.4506 0.2165
O1 -1.3363 -2.2487 -0.5003
H1 -3.2265 0.2588 0.3802
H2 -2.1552 0.2670 -1.1046
H3 -2.5807 -1.8806 1.1179
H4 -1.0742 -3.1233 -0.2132
O2 0.6018 -0.0763 2.1490
H5 0.5733 -0.9462 2.5461
H6 1.4486 0.1027 1.7305
O3 0.1530 1.2040 -0.2935
H7 -0.4638 0.4721 -0.4075
H8 0.0603 1.4792 0.6231
O4 2.5517 1.7620 0.4899
H9 2.6731 1.3585 -0.3802
H10 2.2103 2.6349 0.2771
O5 2.0669 -0.1472 -2.0741
H11 1.2559 0.0483 -1.5714
H12 1.9563 0.5703 -2.7158

Atomic forces in eV per Å
C -0.1 0.5 1.1
C -0.4 -0.9 -0.5
O 0.8 0.4 -1.1
H -0.1 0.2 -0.1
H -0.2 -0.5 -0.4
H 0.1 0.1 0.1
H -0.4 0.1 0.8
O -0.6 0.4 0.2
H 0.4 -0.1 -0.1
H 0.3 -0.2 0.0
O -0.4 0.1 -0.9
H -0.1 0.1 0.5
H 0.1 -0.4 0.1
O 0.7 0.2 0.1
H -0.1 -0.2 0.1
H 0.0 0.0 0.1
O -0.7 0.9 -0.1
H 0.3 -0.4 0.5
H 0.5 -0.3 -0.3

***

Record 3
Entry from the OMol25 dataset: a molecular structure, C5H6N2S in a non-equilibrium geometry (wB97M-V/def2-TZVPD).

Values from the calculation:
E_HOMO   -0.33199 hartree
LUMO   0.0281 Eh
ΔE to the lowest compared entry with this formula, charge and spin   51.95 kcal per mole
Total charge   0
HOMO-LUMO gap   0.3601 hartree

Geometry (Å):
C1 0.1984 0.6012 1.5624
C2 -0.9434 1.4027 1.3814
C3 0.3533 0.0101 0.3839
C4 1.1953 -1.0372 -0.2523
C5 -0.4880 0.1594 -1.8356
N1 -1.4321 1.3144 0.1669
N2 -0.6122 0.4214 -0.4085
S1 0.6932 -1.1349 -2.0311
H1 0.7466 0.3323 2.4324
H2 -1.4200 1.9386 2.1461
H3 2.2904 -0.7345 -0.0321
H4 1.1202 -2.0913 0.0953
H5 -1.6803 -0.1918 -2.3962
H6 -0.2299 1.1767 -2.1937

Atomic forces in eV per Å
C -0.1 0.4 1.7
C 0.5 -0.4 0.5
C 0.6 -2.5 -1.6
C 2.6 -0.4 0.5
C -4.5 1.1 -1.2
N -0.1 0.0 -0.6
N -1.3 0.0 -1.5
S 0.7 0.0 0.5
H 0.2 0.3 0.6
H -0.7 0.9 0.6
H -1.5 -0.6 -1.0
H -0.3 0.9 0.3
H 3.8 1.2 1.9
H 0.0 -0.9 -0.8

***

Record 4
Entry from the OMol25 dataset: a molecular structure, C40H36O4PRhSTe (wB97M-V/def2-TZVPD).

Values from the calculation:
E_HOMO (alpha / beta)   -0.48822 / -0.51466 hartree
⟨S²⟩   6.02
LUMO (alpha / beta)   -0.2125 / -0.2888 Eh
ΔE to the lowest compared entry with this formula, charge and spin   3.32 kcal per mole
Total charge   +2
HOMO-LUMO gap (alpha / beta)   0.2758 / 0.2259 hartree
Spin multiplicity   5

Geometry (Å):
Rh1 1.4517 -1.2080 0.0140
O1 -1.3715 0.2754 2.5084
S1 -0.5404 -0.6525 1.8075
O2 0.9264 -0.3960 1.9804
O3 -0.7462 -0.7089 0.3287
C1 -0.8660 -2.2999 2.3722
C2 -1.4804 -2.4337 3.6042
C3 -1.7364 -3.7024 4.1092
C4 -1.3749 -4.8206 3.3782
C5 -0.7592 -4.6810 2.1397
C6 -0.5002 -3.4216 1.6105
P1 0.3134 -3.3062 -0.0186
C7 -0.9558 -3.3216 -1.2925
C8 -0.5489 -3.3123 -2.6274
C9 -1.4990 -3.2873 -3.6345
C10 -2.8514 -3.2725 -3.3129
C11 -3.2555 -3.2790 -1.9854
C12 -2.3096 -3.2993 -0.9705
C13 1.3269 -4.7744 -0.2237
C14 0.8046 -5.9280 -0.8108
C15 1.5946 -7.0620 -0.9103
C16 2.8974 -7.0467 -0.4287
C17 3.4206 -5.8973 0.1480
C18 2.6384 -4.7585 0.2483
H1 -1.7615 -1.5488 4.1580
H2 -2.2161 -3.8097 5.0720
H3 -1.5692 -5.8105 3.7675
H4 -0.4757 -5.5658 1.5848
H5 0.5060 -3.3458 -2.8793
H6 -1.1877 -3.2924 -4.6702
H7 -3.5911 -3.2664 -4.1021
H8 -4.3084 -3.2784 -1.7376
H9 -2.6245 -3.2987 0.0652
H10 -0.2082 -5.9361 -1.1944
H11 1.1946 -7.9576 -1.3653
H12 3.5102 -7.9341 -0.5095
H13 4.4384 -5.8876 0.5128
H14 3.0533 -3.8586 0.6904
Te1 -0.5873 2.7423 0.6027
C19 -2.4483 2.1928 -0.1395
C20 -2.4786 1.3401 -1.2403
C21 -3.7003 0.8868 -1.7076
C22 -4.8725 1.2720 -1.0690
C23 -4.8326 2.1138 0.0363
C24 -3.6183 2.5812 0.5107
C25 -0.9228 4.7459 0.9987
C26 -0.0743 5.3517 1.9297
C27 -0.2085 6.7049 2.1851
C28 -1.1738 7.4455 1.5124
C29 -2.0100 6.8390 0.5810
C30 -1.8920 5.4857 0.3175
H15 -1.5625 1.0290 -1.7265
H16 -3.7368 0.2288 -2.5654
H17 -5.8255 0.9127 -1.4336
H18 -5.7484 2.4042 0.5326
H19 -3.5864 3.2273 1.3785
H20 0.6714 4.7706 2.4600
H21 0.4342 7.1832 2.9112
H22 -1.2741 8.5032 1.7146
H23 -2.7533 7.4248 0.0581
H24 -2.5330 5.0138 -0.4149
C31 1.7586 5.3192 -1.5993
C32 2.2294 3.9727 -1.1408
C33 2.8410 3.8284 0.1039
C34 3.3478 2.6140 0.5332
C35 3.9992 2.5304 1.8876
C36 3.2082 1.4833 -0.3099
C37 3.8242 0.2425 0.1162
O4 3.5713 -0.8850 -0.3438
C38 2.5480 1.5975 -1.5617
C39 2.3911 0.4557 -2.5331
C40 2.0805 2.8452 -1.9472
H25 2.6164 5.9641 -1.7988
H26 1.1620 5.8112 -0.8287
H27 1.1690 5.2519 -2.5114
H28 2.9558 4.6996 0.7392
H29 4.0300 3.5146 2.3490
H30 5.0275 2.1710 1.8323
H31 3.4462 1.8622 2.5503
H32 4.5745 0.2963 0.9120
H33 3.3168 -0.0965 -2.6856
H34 2.0449 0.8356 -3.4925
H35 1.6385 -0.2808 -2.2102
H36 1.6142 2.9529 -2.9194

Atomic forces in eV per Å
Rh 0.2 -0.1 -0.1
O 0.0 0.0 0.0
S 0.1 -0.1 0.2
O -0.1 -0.1 0.0
O 0.0 0.2 -0.1
C 0.0 0.1 0.0
C 0.0 0.0 0.0
C 0.0 0.0 0.0
C 0.0 0.0 0.0
C 0.0 0.0 0.0
C 0.0 0.0 0.0
P 0.1 -0.1 0.0
C -0.1 0.0 0.1
C 0.0 0.0 0.0
C 0.0 0.0 0.0
C 0.0 0.0 0.0
C 0.0 0.0 0.0
C 0.0 0.0 0.0
C -0.1 0.0 0.0
C 0.0 0.0 0.0
C 0.0 0.0 0.0
C 0.0 0.0 0.0
C 0.0 0.0 0.0
C 0.0 0.0 0.0
H 0.0 0.0 0.0
H 0.0 0.0 0.0
H 0.0 0.0 0.0
H 0.0 0.0 0.0
H 0.0 0.0 0.0
H 0.0 0.0 0.0
H 0.0 0.0 0.0
H 0.0 0.0 0.0
H 0.0 0.0 0.0
H 0.0 0.0 0.0
H 0.0 0.0 0.0
H 0.0 0.0 0.0
H 0.0 0.0 0.0
H 0.0 0.0 0.0
Te -0.1 0.0 0.0
C 0.1 0.1 0.0
C 0.0 0.0 0.0
C 0.0 0.0 0.0
C 0.0 0.0 0.0
C 0.0 0.0 0.0
C 0.0 0.0 0.0
C 0.0 -0.1 0.0
C 0.0 0.0 0.0
C 0.0 0.0 0.0
C 0.0 0.0 0.0
C 0.0 0.0 0.0
C 0.0 -0.1 0.0
H 0.0 0.0 0.0
H 0.0 0.0 0.0
H 0.0 0.0 0.0
H 0.0 0.0 0.0
H 0.0 0.0 0.0
H 0.0 0.0 0.0
H 0.0 0.0 0.0
H 0.0 0.0 0.0
H 0.0 0.0 0.0
H 0.0 0.0 0.0
C 0.0 0.0 0.0
C 0.0 0.0 0.0
C 0.0 0.0 0.0
C 0.0 0.0 0.0
C 0.0 0.0 0.0
C -0.1 0.0 0.0
C 0.1 0.0 0.0
O -0.2 0.0 0.2
C 0.1 0.0 0.0
C -0.1 0.0 0.0
C 0.0 0.0 0.0
H 0.0 0.0 0.0
H 0.0 0.0 0.0
H 0.0 0.0 0.0
H 0.0 0.0 0.0
H 0.0 0.0 0.0
H 0.0 0.0 0.0
H 0.0 0.0 0.0
H 0.1 0.0 -0.1
H 0.0 0.0 0.0
H 0.0 0.0 0.0
H 0.0 0.0 0.0
H 0.0 0.0 0.0

***

Record 5
Entry from the OMol25 dataset: 2 unconnected molecules or ions with the total composition CBrClFNO2 in a non-equilibrium geometry (wB97M-V/def2-TZVPD).

Values from the calculation:
E_HOMO (alpha / beta)   -0.35444 / -0.33751 hartree
LUMO (alpha / beta)   -0.0336 / -0.0337 Eh
ΔE to the lowest compared entry with this formula, charge and spin   44.69 kcal per mole
Total charge   0
HOMO-LUMO gap (alpha / beta)   0.3209 / 0.3038 hartree

Geometry (Å):
C1 1.0834 -0.4878 0.3629
N1 -0.8344 0.5881 -0.3956
O1 -1.1519 -0.0003 -1.3753
O2 -1.0474 1.5729 0.2363
F1 1.1126 -0.7906 1.6450
Cl1 0.8604 -2.0395 -0.4582
Br1 2.3635 0.6822 -0.2335

Atomic forces in eV per Å
C -2.0 -1.7 -0.7
N 2.8 -1.7 1.5
O -1.0 1.3 0.3
O -0.9 -0.2 -1.2
F 0.0 0.9 0.5
Cl 0.3 0.9 -0.2
Br 0.7 0.5 -0.1

***

What is the formula in the third record?
C5H6N2S